Formula: C4H9N
Source: the OMol25 dataset
Level of theory: ωB97M-V with the def2-TZVPD basis set

```
! wB97M-V def2-TZVPD RIJCOSX def2/J DEFGRID3
* xyz 0 1
C -1.83775 0.49358 -0.47662
C -0.49457 0.36019 0.19661
C -0.06181 -0.93905 0.76368
N 0.53321 -0.43161 -0.46067
C 1.90229 0.02805 -0.31069
H -2.63568 0.43176 0.27120
H -1.94456 1.44407 -1.01017
H -1.97389 -0.32242 -1.19302
H -0.13974 1.24772 0.72796
H -0.70159 -1.81251 0.65512
H 0.54538 -0.92263 1.66974
H 2.07112 0.56185 0.64137
H 2.57426 -0.83737 -0.33872
H 2.16334 0.69837 -1.13578
*
```

Relative energy (zero: lowest compared OMol25 entry of this formula, charge and spin) in kcal/mol: 23.0
SMILES string: C[C@H]1CN1C
LUMO in Eh: 0.04700
HOMO-LUMO gap in eV: 10.37

Atom charges from the Mulliken analysis, given in e for atoms 1 to 6: atom 1 (C): -1.357, atom 2 (C): 0.365, atom 3 (C): -0.507, atom 4 (N): -0.368, atom 5 (C): -0.821, atom 6 (H): 0.292

***

Formula: C4H9N
Source: the OMol25 dataset
Level of theory: ωB97M-V with the def2-TZVPD basis set

```
! wB97M-V def2-TZVPD RIJCOSX def2/J DEFGRID3
* xyz 0 1
C -0.26124 1.69750 0.39698
C 0.83702 -0.23607 -0.73839
C 0.11834 -1.52930 -0.52196
C -0.70682 -0.75771 0.49487
H -1.14945 2.26431 0.58306
H 0.28285 1.63273 1.37304
H 0.24882 2.36985 -0.28295
H 1.60107 0.02015 0.06354
H 1.21189 -0.08624 -1.67747
H -0.30748 -1.78612 -1.52195
H 0.65858 -2.32315 -0.15209
H -0.31882 -0.66023 1.57746
H -1.76769 -1.04771 0.70551
N -0.44706 0.44198 -0.29966
*
```

Relative energy (zero: lowest compared OMol25 entry of this formula, charge and spin) in kcal/mol: 38.4
LUMO in Eh: 0.04720
HOMO-LUMO gap in eV: 10.10

Atom charges from the Mulliken analysis, given in e for atoms 1 to 6: atom 1 (C): -0.962, atom 2 (C): -0.493, atom 3 (C): -0.550, atom 4 (C): -0.448, atom 5 (H): 0.315, atom 6 (H): 0.332

***

no.,E_tot (eV),maximum force (Eh/bohr)
1,-5782.8167,0.006
2,-5782.1455,0.072